[1]
# C26H43Br3O15

C26H43Br3O15 as an isolated structure at a distorted geometry (the ωB97M-V functional and the def2-TZVPD basis, the Open Molecules 2025 dataset).

Results
F_max in eV/Å: 14.16
Total charge: 0
ΔE to the lowest compared entry with this formula, charge and spin in eV: 36.553
Lowest unoccupied orbital energy in Ha: -0.051
Kohn-Sham gap in eV: 6.54

Structure (XYZ):
```
87
Properties=species:S:1:pos:R:3:forces:R:3
C -0.402118 -1.026524 -3.201353 -6.740 5.730 0.797
C -0.919306 0.393308 -3.115256 -2.109 -1.517 -1.207
C -2.276444 0.664822 -2.428259 0.154 -0.652 -2.162
O -1.962575 1.827648 -1.684861 -1.686 0.856 -1.419
C -0.691820 2.063090 -1.649673 2.236 2.600 0.099
O -0.148936 2.966789 -0.959667 -5.078 -1.020 -6.420
O 0.011181 1.164845 -2.378736 -9.200 4.150 1.872
H -0.320816 -1.423667 -2.189533 -0.629 2.265 -3.497
H 0.594102 -1.080460 -3.640372 -3.981 4.216 -0.893
H -1.151917 -1.558075 -3.787316 0.376 -0.440 -0.176
H -1.026922 0.824517 -4.110532 0.480 0.120 -0.015
H -2.682491 -0.188322 -1.884787 0.090 0.992 0.233
H -3.006355 0.873813 -3.210339 -0.032 0.558 0.165
C 1.995684 2.464924 -1.062278 1.226 1.572 1.136
C 2.389155 2.161429 0.390128 -1.705 2.513 -1.004
C 1.219577 1.642349 1.245873 0.822 1.270 -0.244
O 1.830891 0.642495 1.984878 -0.847 0.051 2.346
C 3.035919 0.414382 1.557560 1.431 -2.880 0.773
O 3.734839 -0.467098 1.953796 0.325 0.197 0.266
O 3.277908 1.116735 0.493471 2.672 1.393 0.151
H 2.782095 2.624320 -1.800012 -1.979 0.765 1.627
H 1.265175 3.273865 -1.070435 2.811 -0.028 0.003
H 1.448812 1.561431 -1.331970 1.029 3.008 1.380
H 2.729201 3.072195 0.883054 0.706 -0.064 0.025
H 0.414177 1.145056 0.705378 2.897 2.386 0.717
H 0.823017 2.401951 1.919549 0.033 0.009 -0.112
C -3.404179 -0.128069 1.653851 0.024 -0.635 1.054
C -3.681558 -1.503202 2.216113 0.087 -0.242 0.618
C -3.270356 -2.648447 1.320135 -1.693 -0.819 0.896
O -2.624649 -3.565284 2.207910 0.610 -0.289 0.031
C -2.322263 -2.983313 3.400309 -0.417 0.393 -0.054
O -1.714457 -3.466164 4.307810 -0.828 0.171 -1.150
O -2.825676 -1.700526 3.394099 -1.714 -1.123 -0.686
H -2.319425 -0.036433 1.708703 -1.006 -0.135 -0.538
H -3.786884 0.589303 2.379807 -0.324 0.263 -0.390
H -3.761588 0.002546 0.632435 -0.296 0.116 0.239
H -4.716123 -1.647228 2.527618 -0.014 0.182 0.221
H -2.625411 -2.277164 0.523717 -1.851 -2.395 1.910
H -4.169736 -3.131458 0.938157 0.109 -0.189 -0.172
C 4.053879 1.202585 -2.090886 2.358 -0.658 -1.293
C 3.241230 0.323974 -3.059328 0.060 1.517 -0.478
C 1.735405 0.357287 -2.942024 6.172 0.844 -4.290
O 1.313298 0.503476 -4.269803 -2.727 0.399 -0.800
C 2.228470 1.044833 -5.013625 0.297 0.238 -4.636
O 2.110060 1.431149 -6.203271 0.262 -0.954 4.337
O 3.331069 0.914761 -4.341194 4.190 1.330 -1.272
H 3.819992 2.266936 -2.114800 1.123 -1.416 -0.653
H 5.083746 1.321010 -2.427691 0.391 -1.107 -0.258
H 4.073647 0.848214 -1.060287 0.155 0.123 -0.853
H 3.545728 -0.721075 -3.116312 0.898 1.045 -0.556
H 1.317020 1.195725 -2.385177 4.162 -1.148 -2.831
H 1.462023 -0.545557 -2.395926 -0.640 -0.001 -6.779
C -1.644370 -0.470704 5.493778 0.474 -0.514 1.439
C -0.476808 -1.110635 4.789357 2.393 -1.519 0.469
O 0.350076 -1.866718 5.371631 -2.274 2.436 -1.358
C -0.324290 -0.736421 3.330669 3.609 -2.815 2.890
H -2.546561 -1.053966 5.309506 0.153 0.446 0.061
H -1.763027 0.583083 5.241680 -0.133 -0.163 -0.260
H -1.432380 -0.559444 6.559281 -0.053 0.136 0.137
H 0.560959 -1.192390 2.887355 -1.268 1.845 3.521
H -0.129486 0.330274 3.219735 1.936 -2.367 1.772
H -1.163313 -1.103615 2.739640 0.731 0.807 0.217
C 0.300443 -2.905858 -1.609564 1.784 -2.821 -0.849
C 1.381629 -2.594203 -2.641456 1.775 -2.403 4.446
O 1.141277 -2.051551 -3.657204 6.037 -8.318 -5.364
C 2.800877 -2.740098 -2.209149 0.270 -0.587 -0.141
H -0.400897 -3.569603 -2.115202 -0.294 -0.290 0.306
H -0.310690 -2.037270 -1.364253 1.990 -3.220 0.728
H 0.731481 -3.311678 -0.694356 -0.202 -0.378 -0.339
H 3.323258 -3.374121 -2.925541 -0.068 -0.569 0.228
H 2.810853 -3.106794 -1.182738 0.700 0.134 -0.122
H 3.302239 -1.788678 -2.386771 -0.102 -0.968 1.050
C -2.194664 3.255854 2.621086 1.210 -1.469 -0.559
C -1.569291 1.932408 2.089388 0.169 -0.192 -0.814
O -1.222838 0.946405 2.761934 -5.733 8.159 -2.581
C -1.303151 1.858089 0.579482 -3.326 -0.472 4.841
H -1.532988 4.000889 2.179245 -0.244 0.493 0.239
H -2.191078 3.293897 3.710413 -0.067 -0.007 -0.154
H -3.192838 3.372523 2.199031 0.011 0.022 0.040
H -0.648480 1.024151 0.326393 -2.752 0.741 -0.444
H -0.757584 2.728788 0.215692 -1.754 -0.183 2.257
H -2.206871 1.682939 -0.004224 -0.117 0.678 1.715
C 0.272733 -0.827876 0.405442 0.903 -2.062 1.995
Br -1.547143 -1.299033 -0.342888 2.659 2.932 0.792
Br 1.604095 -0.295389 -0.958953 -2.558 -5.393 12.840
Br 0.922887 -2.267195 1.651826 1.468 -3.246 -5.610
H 0.000645 0.050240 0.991087 -0.015 -2.438 0.555
```
Forces are in eV/Å.

***

[2]
# C26H43Cl2LaN2OP

C26H43Cl2LaN2OP as an isolated structure at a distorted geometry (the ωB97M-V functional and the def2-TZVPD basis, the Open Molecules 2025 dataset).

Results
F_max in eV/Å: 5.87
Total charge: -1
Lowest unoccupied orbital energy in Ha: 0.074
Kohn-Sham gap in eV: 3.26

Structure (XYZ):
```
76
Properties=species:S:1:pos:R:3:forces:R:3
P 0.120817 -1.025622 -0.922653 -0.074 0.432 -0.259
C 1.721341 -0.392020 -1.713143 -0.257 -0.462 0.336
C 2.025799 -0.748070 -3.172299 0.083 0.138 -0.106
C 3.454753 -0.308788 -3.536849 -0.122 -0.031 0.002
C 3.664470 1.187271 -3.282583 -0.064 -0.056 0.067
C 3.324979 1.556583 -1.835674 -0.175 -0.080 0.040
C 1.898930 1.111481 -1.467843 0.127 0.046 0.008
C -1.318769 -0.109481 -1.747407 0.339 -0.401 0.371
C -1.302295 0.064120 -3.265046 -0.173 0.136 -0.147
C -2.647205 0.640368 -3.750183 0.160 -0.041 0.019
C -2.969300 1.964422 -3.050432 0.064 -0.074 0.061
C -2.945688 1.808553 -1.526806 0.146 -0.037 0.059
C -1.607267 1.226937 -1.040935 -0.086 -0.019 0.001
C -0.026465 -2.723561 -1.693122 0.027 0.254 -0.347
C 1.165020 -3.587035 -1.245567 -0.108 -0.079 -0.036
C 1.074622 -5.011522 -1.810296 -0.042 0.099 0.058
C -0.249484 -5.681597 -1.429439 0.021 0.160 -0.009
C -1.440556 -4.826219 -1.871246 0.062 0.148 0.065
C -1.353345 -3.398754 -1.308269 0.106 -0.110 0.043
H 2.471704 -0.914617 -1.085479 -0.139 0.236 -0.160
H 1.312903 -0.237730 -3.836343 0.175 -0.122 0.111
H 1.913741 -1.825553 -3.353658 0.034 0.211 0.042
H 3.662661 -0.552397 -4.585576 0.006 0.032 0.084
H 4.167981 -0.882557 -2.928154 -0.066 0.061 -0.053
H 4.696169 1.471794 -3.515118 -0.062 -0.021 0.003
H 3.016486 1.759159 -3.960409 0.032 -0.039 0.032
H 4.035596 1.063869 -1.158031 -0.094 0.072 -0.053
H 3.426991 2.635974 -1.680676 0.019 -0.100 -0.011
H 1.680148 1.358747 -0.418138 0.058 -0.061 -0.229
H 1.180373 1.666474 -2.090985 0.131 -0.078 0.109
H -2.156076 -0.785946 -1.497610 0.110 0.231 -0.016
H -3.443481 -0.086478 -3.536570 0.075 0.064 -0.007
H -1.094893 -0.888249 -3.774654 -0.030 0.178 0.098
H -0.500685 0.764710 -3.546402 -0.156 -0.128 0.057
H -2.624781 0.777721 -4.838147 -0.014 -0.008 0.089
H -3.944041 2.341275 -3.378976 0.067 -0.029 0.008
H -2.223440 2.714711 -3.345775 -0.042 -0.050 0.014
H -3.130514 2.772483 -1.040322 0.016 -0.113 -0.044
H -3.757268 1.133591 -1.220784 0.094 0.070 -0.005
H -1.625499 1.080753 0.049317 -0.026 0.052 -0.274
H -0.801580 1.944378 -1.258993 -0.173 -0.118 0.071
H 0.002479 -2.618240 -2.797192 -0.010 -0.133 0.351
H 2.115839 -3.127154 -1.547236 -0.191 -0.087 0.077
H 1.166144 -3.628749 -0.146105 0.035 0.010 -0.130
H 1.155423 -4.967599 -2.905356 -0.007 -0.012 0.080
H 1.922707 -5.604298 -1.450806 -0.070 0.013 -0.040
H -0.284776 -5.809765 -0.339497 0.000 0.012 -0.081
H -0.312830 -6.680849 -1.871578 0.005 0.038 0.025
H -2.382440 -5.287578 -1.556223 0.072 0.007 -0.033
H -1.459601 -4.773847 -2.968383 0.001 -0.025 0.067
H -2.208636 -2.811306 -1.667096 0.186 -0.137 0.087
H -1.424122 -3.431138 -0.210268 -0.049 0.033 -0.155
La 0.041207 -0.190640 3.395029 -0.239 0.454 -0.441
Cl -2.274176 -0.755903 2.578778 -2.850 -0.958 -1.172
Cl 2.487404 0.049178 2.883958 3.164 0.104 -0.866
C -0.410456 1.722008 4.559930 0.967 -0.457 -0.655
H -0.676323 1.607440 5.610677 -0.492 1.134 -0.181
C -0.439415 2.943027 3.895969 -0.009 -2.934 1.311
C -1.165283 3.895807 4.607616 0.033 2.086 -0.961
C -1.286394 5.117524 4.019208 0.001 0.109 0.078
C -0.711036 5.376528 2.763837 0.088 0.560 -0.522
C 0.011201 4.386280 2.081936 -0.192 0.089 -0.041
C 0.168601 3.131379 2.615396 -0.692 0.719 0.710
H -1.579709 3.619598 5.567173 -0.089 0.172 -0.048
H -1.831357 5.874515 4.545020 -0.297 0.674 0.058
H 0.464991 4.589366 1.126053 0.051 0.324 -0.319
H 0.758051 2.337192 2.151256 0.016 0.335 0.068
H -0.821748 6.361557 2.320509 0.037 -0.059 0.004
N 1.161971 0.265542 7.503025 -0.525 -0.060 0.593
C 0.024696 -0.075548 6.884703 0.211 -1.407 -5.013
N -1.159378 -0.252774 7.502895 0.574 0.184 0.495
O 0.085338 -0.302624 5.613857 0.199 -1.573 5.647
H 1.177369 0.259652 8.496636 0.384 0.306 0.458
H 1.990061 0.441243 6.951915 -0.325 -0.065 -0.012
H -1.987730 -0.451980 6.958890 0.414 0.072 0.023
H -1.170892 -0.267046 8.496735 -0.450 0.104 0.445
```
Forces are in eV/Å.

***

[3]
# C26H43Cl5KO7SSi

C26H43Cl5KO7SSi as an isolated structure (the ωB97M-V functional and the def2-TZVPD basis, the Open Molecules 2025 dataset).

Results
F_max in eV/Å: 0.75
Total charge: -1
ΔE to the lowest compared entry with this formula, charge and spin in eV: 0.000
Lowest unoccupied orbital energy in Ha: 0.069
Kohn-Sham gap in eV: 6.62

Structure (XYZ):
```
84
Properties=species:S:1:pos:R:3:forces:R:3
K -1.181806 0.599034 -0.831476 0.451 -0.456 0.397
C -2.556939 3.896819 -0.761290 -0.016 -0.004 -0.126
C -3.686336 3.982200 0.259645 0.009 0.018 0.065
O -3.843798 2.828842 1.054007 0.036 0.046 0.026
C -2.703780 2.456622 1.819363 0.013 0.053 -0.032
C -3.003992 1.167221 2.538887 -0.002 -0.137 0.093
O -3.126606 0.057677 1.659518 -0.071 0.162 -0.114
C -4.422399 -0.127046 1.112061 0.037 -0.039 0.143
C -4.285008 -0.712511 -0.273187 -0.026 0.050 -0.178
O -3.648278 0.155858 -1.196041 -0.512 -0.082 0.024
C -4.426101 1.256785 -1.636231 -0.022 -0.067 0.052
C -3.484500 2.249204 -2.291608 0.024 0.086 0.096
O -2.459175 2.647088 -1.396971 -0.322 0.368 -0.095
H -1.584569 4.051486 -0.292366 0.004 -0.028 0.021
H -2.694996 4.700470 -1.497722 0.002 0.014 0.011
H -4.646806 4.120227 -0.241767 -0.014 -0.026 -0.009
H -3.509759 4.870481 0.884504 -0.014 -0.004 0.012
H -2.467203 3.238981 2.554661 -0.011 0.000 0.008
H -1.811883 2.300271 1.207413 -0.043 0.111 -0.046
H -3.908758 1.272071 3.150345 -0.012 -0.021 -0.001
H -2.162491 0.948614 3.197145 0.012 -0.012 -0.013
H -4.971350 0.814468 1.092334 0.001 0.001 -0.012
H -4.990716 -0.840180 1.726548 0.009 0.007 0.026
H -5.270901 -1.021890 -0.645238 -0.020 0.044 -0.009
H -3.652945 -1.598958 -0.218677 0.008 -0.017 -0.022
H -4.937172 1.722440 -0.790529 -0.015 0.010 -0.008
H -5.176242 0.920281 -2.365040 0.005 0.003 -0.019
H -4.051137 3.115257 -2.653214 0.000 -0.002 -0.019
H -2.977219 1.776869 -3.136351 0.018 -0.014 0.005
C 1.039771 -3.565665 0.636519 0.044 -0.200 0.016
C 0.315271 -2.608942 -0.298935 0.108 0.192 0.052
C 1.000261 -2.584700 -1.661224 0.021 -0.136 -0.088
C -1.144219 -3.022809 -0.447515 -0.020 -0.074 -0.035
O 0.275571 -1.287921 0.255507 0.291 -0.080 0.154
Si 1.521825 -0.366045 0.904199 -0.025 0.125 -0.065
S 0.837926 1.524407 1.220878 0.030 0.071 0.270
O 2.140604 -1.158250 2.227915 0.211 -0.126 -0.197
C 1.699885 -1.215255 3.573501 -0.046 0.101 -0.148
C 2.354660 -2.452218 4.178601 -0.034 -0.019 0.060
C 2.169858 0.043512 4.285999 -0.023 0.086 0.207
C 0.182593 -1.333664 3.621919 -0.133 -0.062 0.161
O 2.722675 -0.548322 -0.213392 -0.002 -0.159 0.008
C 4.114501 -0.240510 -0.184271 -0.296 0.166 0.061
C 4.364927 1.022740 0.633237 0.113 0.010 0.008
C 4.510265 -0.019033 -1.636072 0.080 0.016 -0.082
C 4.862362 -1.426891 0.406585 0.104 -0.080 0.020
H 1.061175 -4.561301 0.185467 0.000 -0.021 0.029
H 0.530879 -3.630701 1.601266 0.019 -0.014 -0.061
H 2.065779 -3.241489 0.815554 -0.053 0.006 -0.038
H 0.799751 -3.520467 -2.189915 0.029 0.001 -0.022
H 2.076751 -2.451533 -1.558269 -0.071 0.009 0.021
H 0.615762 -1.764332 -2.266111 -0.035 0.030 -0.020
H -1.221560 -4.061657 -0.777530 0.007 0.010 0.012
H -1.642477 -2.402160 -1.195932 0.003 0.033 -0.001
H -1.655310 -2.913943 0.511757 -0.004 0.002 -0.003
H 3.439641 -2.378146 4.089421 0.008 0.011 -0.005
H 2.028112 -3.349034 3.649696 -0.011 -0.006 -0.005
H 2.095996 -2.552788 5.236287 0.002 0.007 -0.027
H 3.260672 0.089741 4.267899 0.016 0.021 -0.008
H 1.839418 0.038133 5.328359 0.017 0.016 0.030
H 1.771615 0.927916 3.784621 0.016 -0.073 0.012
H -0.149203 -2.192214 3.034695 -0.009 0.042 0.057
H -0.282799 -0.437885 3.206037 0.045 -0.018 0.001
H -0.147330 -1.466712 4.655791 -0.054 0.021 -0.005
H 3.767147 1.846059 0.243451 -0.002 0.005 -0.003
H 5.424180 1.293378 0.594681 -0.014 -0.011 -0.010
H 4.082862 0.871826 1.677211 -0.006 -0.013 -0.007
H 3.965006 0.831496 -2.048293 -0.007 0.002 0.009
H 4.263172 -0.902139 -2.228923 0.005 0.004 0.007
H 5.582631 0.173359 -1.722759 -0.004 0.006 -0.008
H 4.510231 -1.628900 1.418587 -0.010 0.025 -0.007
H 5.935665 -1.221484 0.434732 0.008 -0.024 0.005
H 4.696198 -2.317844 -0.204023 -0.011 0.009 0.004
Cl -1.654972 -1.154282 -4.031432 0.126 0.113 -0.073
C -0.310899 0.026768 -4.206587 -0.091 -0.014 -0.039
C -0.257226 1.058971 -3.306436 0.133 0.071 -0.497
C 0.803174 1.919715 -3.486188 0.039 0.122 0.093
Cl 0.951545 3.313940 -2.386516 -0.017 -0.189 -0.161
C 1.777494 1.769407 -4.468323 0.040 0.074 0.010
Cl 3.116765 2.865071 -4.608556 -0.026 -0.034 -0.009
C 1.665355 0.704214 -5.363769 -0.024 0.023 0.029
Cl 2.842477 0.483811 -6.612182 -0.008 -0.001 0.001
C 0.594691 -0.177742 -5.243883 -0.031 -0.155 0.011
Cl 0.431763 -1.496166 -6.362056 0.023 0.016 0.005
```
Forces are in eV/Å.